[1]
This record from the Open Molecules 2025 dataset describes a molecular structure, C28H48BLiO9PS2 at a distorted geometry. The level of theory is wB97M-V/def2-TZVPD.

* E_HOMO: -10.2014 eV
* charge: +1
* M: 641.5 g mol⁻¹
* HOMO-LUMO gap: 4.89 eV

Geometry (Å):
C -4.94968 -0.92278 -4.03928
C -4.44334 0.56271 -3.68736
O -4.58501 0.81156 -2.25009
P -4.21319 2.46426 -1.88431
O -3.82018 3.26936 -3.13732
C -2.65658 2.41258 -0.76924
C -1.78400 1.16900 -1.30246
C -0.25599 1.15907 -0.71499
C 0.17738 -0.28298 -0.14992
C 1.21348 -0.99151 -1.17197
S 0.60791 -0.97079 -2.95685
C 2.74677 -0.49533 -1.03159
O 2.84776 0.83312 -1.59091
C 4.18990 1.29946 -1.72343
O 4.61841 1.47067 -2.90146
C 5.18302 1.70293 -0.55242
C 6.00434 0.73999 0.33510
C 6.99075 1.19526 1.45978
C 7.14982 2.73554 1.63747
C 6.34967 3.77854 0.79342
C 5.36414 3.24893 -0.30700
B 3.62586 -1.57967 -1.93460
O 3.81387 -1.37984 -3.37018
C 4.29785 -2.92443 -1.31162
C 3.40178 -4.17396 -1.83252
O 3.23604 -0.64271 0.32821
S 2.41825 0.31599 1.43116
O 3.05364 0.02403 2.78615
O 2.52706 1.79498 1.21671
C 0.63799 -0.30466 1.39716
C 0.76269 -1.85295 1.90595
C -0.64507 -2.62004 1.98754
C -0.46208 -4.09711 1.30796
C -1.11062 -2.92289 3.51339
C -0.23314 0.61010 2.38485
C -1.82610 0.48461 2.20822
C 0.15207 0.43708 3.95653
C -0.95103 1.15016 4.93288
O -5.54888 3.08602 -1.03969
C -6.66175 3.27902 -1.96274
C -7.96749 2.40553 -1.61801
H -4.18196 -1.55147 -4.62004
H -5.15597 -1.51102 -3.06412
H -5.91941 -0.84192 -4.64164
H -5.11061 1.29206 -4.25570
H -3.34521 0.66709 -4.02707
H -2.03345 3.36460 -0.84449
H -2.92885 2.23499 0.32844
H -1.72956 1.21457 -2.45639
H -2.36356 0.21745 -1.05355
H 0.38694 1.51684 -1.60762
H -0.22117 2.00942 0.04453
H -0.78145 -0.93469 -0.19486
H 1.20645 -2.11655 -0.89156
H 1.09036 0.21393 -3.53886
H 5.84280 -0.38613 0.13980
H 7.54644 0.42590 2.09375
H 7.88583 3.12909 2.42044
H 6.50454 4.90067 0.95314
H 4.76498 4.00617 -0.93573
H 3.18659 -1.94719 -3.86745
H 4.44504 -2.90347 -0.18051
H 5.33218 -3.03718 -1.81867
H 2.53959 -4.29618 -1.09020
H 4.00703 -5.12666 -2.00838
H 2.96009 -3.88969 -2.86341
H 1.46186 -2.46138 1.21121
H 1.28472 -1.89383 2.93866
H -1.50928 -2.11982 1.43776
H -1.52399 -4.56627 1.34130
H -0.16990 -3.91766 0.21980
H 0.26385 -4.76062 1.89195
H -0.26741 -3.37463 4.14267
H -1.50228 -1.98081 4.04227
H -1.98109 -3.66592 3.44861
H 0.03508 1.71177 2.14601
H -2.26080 1.54394 2.35898
H -2.17182 0.11071 1.18558
H -2.25779 -0.26303 2.97905
H 0.19865 -0.65127 4.29506
H 1.14751 0.96379 4.21767
H -1.17706 2.19628 4.53764
H -0.50152 1.12522 5.98081
H -1.91140 0.53326 4.94774
H -6.38391 3.06851 -3.05854
H -6.96017 4.38856 -1.91075
H -8.77203 3.10068 -1.17219
H -7.76523 1.49931 -0.94528
H -8.40936 2.04946 -2.62686
Li -2.05058 -5.56574 4.02843


[2]
This record from the Open Molecules 2025 dataset describes 13 unconnected molecules or ions with the total composition C103H221N11O13 at a distorted geometry. The level of theory is wB97M-V/def2-TZVPD.

* E_HOMO: -7.8680 eV
* M: 1822.0 g mol⁻¹
* HOMO-LUMO gap: 8.15 eV
* energy above the lowest of the compared OMol25 structures with the same formula, charge and spin: 8.395 eV

Geometry (Å):
C -21.66053 -2.71849 -13.04424
C -23.10275 -2.34935 -12.69617
C -23.69711 -1.43749 -13.79613
C -25.23407 -1.31448 -13.70485
C -25.97657 -2.65382 -13.74679
C -25.41880 -3.75097 -12.71066
N -23.93274 -3.65030 -12.53530
O -23.43060 -4.55223 -11.60271
C -26.17672 -3.39404 -11.36374
C -25.78736 -5.13705 -13.19446
C -23.12106 -1.50768 -11.37083
H -21.05247 -1.92625 -13.48097
H -21.63525 -3.63143 -13.63923
H -21.12398 -2.87836 -12.10901
H -23.31395 -0.42455 -13.67260
H -23.39596 -1.65663 -14.82053
H -25.66817 -0.55329 -14.35313
H -25.31651 -0.81387 -12.74012
H -26.17779 -3.02695 -14.75097
H -26.95003 -2.36376 -13.35142
H -27.23847 -3.63003 -11.43528
H -25.65538 -3.89691 -10.54924
H -26.25681 -2.34256 -11.08791
H -26.83637 -5.13000 -13.49050
H -25.29379 -5.46295 -14.11004
H -25.64616 -5.95289 -12.48554
H -22.48317 -2.03771 -10.66353
H -24.11371 -1.55903 -10.92351
H -22.74709 -0.48947 -11.47804
H -23.06147 -5.22119 -12.18394
C -19.10335 -5.57484 -14.32478
C -19.81121 -6.92824 -14.01899
C -21.20131 -6.74512 -14.74196
C -21.95853 -7.97802 -15.05650
C -20.98663 -8.98776 -15.62858
C -19.66926 -9.29670 -14.84649
N -19.05175 -7.97465 -14.64123
O -17.71695 -7.98878 -14.17300
C -19.92133 -10.12003 -13.61278
C -18.73018 -10.05791 -15.92833
C -20.04415 -6.93169 -12.51263
H -18.78962 -5.51405 -15.36689
H -18.21105 -5.52403 -13.70085
H -19.76466 -4.71782 -14.19705
H -21.81518 -6.22629 -14.00569
H -21.21858 -6.22884 -15.70178
H -22.86167 -7.88643 -15.65986
H -22.30225 -8.38243 -14.10445
H -20.78937 -8.71520 -16.66535
H -21.49618 -9.94710 -15.71862
H -20.42780 -9.52310 -12.85433
H -20.52876 -11.01122 -13.77065
H -18.98678 -10.38215 -13.11679
H -17.68701 -10.21333 -15.65311
H -19.10033 -11.03642 -16.23428
H -18.72207 -9.58387 -16.90983
H -20.52534 -6.06386 -12.06161
H -19.12948 -7.05117 -11.93194
H -20.69251 -7.77577 -12.27754
H -17.23089 -7.62425 -14.91627
C -20.02495 3.87639 -14.77879
C -20.05904 3.01420 -13.49110
C -18.59763 3.19334 -12.87426
C -18.49339 2.69906 -11.39138
C -19.55185 3.42813 -10.57055
C -21.01258 3.32079 -11.08887
N -21.06679 3.60986 -12.54841
O -22.35531 3.72819 -12.99734
C -21.65033 1.92499 -10.66711
C -21.64226 4.41436 -10.27373
C -20.36746 1.51651 -13.79964
H -19.30348 3.51185 -15.51003
H -19.79746 4.91628 -14.54429
H -21.02296 3.83561 -15.21514
H -17.89267 2.69863 -13.54240
H -18.26767 4.23187 -12.90024
H -17.48577 2.96834 -11.07470
H -18.59694 1.62270 -11.25422
H -19.22494 4.42229 -10.26582
H -19.40327 2.94062 -9.60703
H -21.15379 1.14223 -11.24054
H -21.54542 1.65726 -9.61572
H -22.73501 1.97255 -10.76356
H -21.65613 4.29163 -9.19074
H -21.02621 5.28381 -10.50317
H -22.67094 4.68041 -10.51690
H -20.11776 0.84659 -12.97687
H -19.81183 1.11854 -14.64876
H -21.43089 1.34925 -13.97062
H -22.32945 4.65466 -13.24754
C -18.53790 4.36651 -20.53505
C -18.98535 5.22962 -19.27202
C -17.75806 5.21965 -18.19437
C -17.79572 6.28693 -17.10904
C -17.94466 7.65465 -17.72039
C -19.24008 7.70148 -18.66409
N -19.26354 6.60103 -19.74643
O -20.39628 6.76243 -20.47272
C -20.49592 7.71180 -17.75475
C -19.04896 9.10913 -19.38098
C -20.21224 4.52343 -18.54500
H -19.46105 4.09326 -21.04616
H -17.99247 3.51782 -20.12236
H -17.79020 4.79049 -21.20534
H -17.73336 4.30197 -17.60671
H -16.75757 5.33254 -18.61195
H -16.87791 6.31760 -16.52186
H -18.53493 6.09434 -16.33148
H -17.04522 8.02664 -18.21105
H -18.19514 8.28727 -16.86883
H -20.48872 8.60946 -17.13648
H -21.41667 7.65595 -18.33544
H -20.47859 6.78388 -17.18311
H -18.06010 9.23382 -19.82225
H -19.71596 9.38566 -20.19751
H -19.29018 9.82832 -18.59824
H -21.17080 4.73981 -19.01665
H -20.27667 4.67840 -17.46800
H -19.96908 3.46281 -18.60870
H -20.20110 7.42049 -21.14388
C -11.83685 -4.52416 -16.33542
C -12.56849 -5.40986 -15.31493
C -13.98846 -5.34928 -15.99529
C -14.99449 -6.46144 -15.46088
C -14.31802 -7.89113 -15.38557
C -12.89946 -7.93976 -14.77250
N -12.11260 -6.81169 -15.36002
O -10.80140 -6.91729 -15.05486
C -13.07030 -7.80478 -13.24634
C -12.34476 -9.38309 -15.12505
C -12.56553 -4.65937 -13.97628
H -10.80626 -4.45018 -15.98827
H -12.29248 -3.54731 -16.49746
H -11.77289 -4.89148 -17.35966
H -14.52742 -4.40423 -15.92827
H -13.83036 -5.46070 -17.06799
H -15.85235 -6.71241 -16.08473
H -15.39770 -6.24236 -14.47218
H -14.27576 -8.27711 -16.40407
H -14.86750 -8.62457 -14.79544
H -13.69675 -6.99147 -12.88004
H -13.44570 -8.71257 -12.77402
H -12.14356 -7.62112 -12.70271
H -12.51981 -9.58639 -16.18152
H -11.29328 -9.60866 -14.94724
H -12.86592 -10.11443 -14.50727
H -13.46821 -4.94046 -13.43382
H -12.61981 -3.57260 -14.04024
H -11.66547 -4.84436 -13.38996
H -10.76708 -6.52929 -14.17743
C -22.44085 0.89478 -16.76003
C -23.42012 0.98739 -17.95949
C -23.75713 2.50334 -18.02889
C -24.30756 2.91137 -19.43129
C -23.30729 2.48039 -20.54567
C -23.06902 0.94351 -20.56014
N -22.61748 0.57939 -19.19068
O -22.30795 -0.80387 -19.08912
C -24.32459 0.20122 -21.16246
C -21.84722 0.85144 -21.52779
C -24.74262 0.19013 -17.76055
H -22.76491 1.30611 -15.80404
H -21.48495 1.35676 -17.00691
H -22.34254 -0.14532 -16.44917
H -24.58386 2.73122 -17.35607
H -22.96171 3.19939 -17.76259
H -24.43855 3.99264 -19.38898
H -25.28171 2.45336 -19.60265
H -22.46584 3.15750 -20.69259
H -23.86913 2.68896 -21.45613
H -25.20083 0.35314 -20.53220
H -24.58910 0.42176 -22.19663
H -24.21812 -0.88306 -21.19578
H -22.26271 0.94588 -22.53106
H -21.00220 1.52703 -21.39500
H -21.38006 -0.12531 -21.40204
H -25.36245 0.63983 -16.98487
H -24.46371 -0.80741 -17.42111
H -25.39980 0.24244 -18.62859
H -21.39303 -0.76281 -18.80128
C -12.60048 0.82325 -24.08559
C -13.59578 1.61697 -23.24913
C -12.90445 2.91097 -22.67628
C -13.83664 4.03359 -22.18232
C -15.01511 4.15998 -23.17894
C -15.82409 2.91187 -23.73903
N -14.74048 1.92740 -24.12898
O -15.35032 0.78081 -24.58441
C -16.79199 2.34374 -22.64869
C -16.53394 3.52389 -24.94084
C -13.94759 0.69693 -21.96500
H -11.75489 0.60745 -23.43253
H -12.32553 1.32204 -25.01495
H -12.97953 -0.14781 -24.40410
H -12.32142 2.67031 -21.78732
H -12.32740 3.42328 -23.44612
H -13.30560 4.98373 -22.12466
H -14.15018 3.72647 -21.18459
H -14.67993 4.71675 -24.05401
H -15.73020 4.88941 -22.79857
H -16.55116 2.83786 -21.70744
H -17.81935 2.66087 -22.82775
H -16.83896 1.27671 -22.43112
H -15.89636 3.88766 -25.74661
H -17.17333 2.73324 -25.33345
H -17.21431 4.31401 -24.62318
H -14.59616 1.17083 -21.22820
H -13.02726 0.44954 -21.43594
H -14.29296 -0.30747 -22.20994
H -15.07976 0.74310 -25.50472
C -25.01746 -5.52012 -18.26462
C -23.58616 -4.95186 -18.38196
C -22.53142 -6.13556 -18.39614
C -22.39517 -6.81357 -19.70550
C -22.04392 -5.80562 -20.79379
C -22.94908 -4.48658 -20.83075
N -23.34501 -4.01255 -19.48704
O -24.18243 -2.86997 -19.49536
C -22.23917 -3.35788 -21.59450
C -24.17514 -4.94260 -21.71104
C -23.11875 -4.26179 -17.05322
H -25.48780 -5.35288 -17.29565
H -25.13981 -6.59886 -18.36179
H -25.60847 -5.01044 -19.02558
H -21.51737 -5.88002 -18.08872
H -22.74547 -6.89332 -17.64242
H -23.30949 -7.34319 -19.97313
H -21.60322 -7.56115 -19.75079
H -22.13653 -6.40811 -21.69741
H -20.99268 -5.51906 -20.76400
H -21.31740 -3.15299 -21.05001
H -22.01794 -3.73034 -22.59472
H -22.81863 -2.45975 -21.80825
H -23.84668 -5.35615 -22.66456
H -24.73592 -5.69992 -21.16325
H -24.88497 -4.13862 -21.90564
H -23.32924 -4.88404 -16.18340
H -23.72269 -3.35705 -16.98384
H -22.07316 -3.97328 -17.16097
H -23.48102 -2.23904 -19.31772
C -18.42318 0.87513 -17.63284
C -17.62612 -0.26047 -18.41628
C -16.35134 -0.54614 -17.59102
C -16.68627 -1.44421 -16.41562
C -17.44525 -2.68972 -16.89990
C -18.75501 -2.42363 -17.63853
N -18.45945 -1.44488 -18.66388
O -19.50179 -1.17192 -19.56294
C -19.04016 -3.74712 -18.33351
C -19.80468 -2.12932 -16.47910
C -17.13878 0.29037 -19.76269
H -18.77605 0.65597 -16.62509
H -19.31978 1.23082 -18.14047
H -17.82106 1.77192 -17.48688
H -15.60693 -0.99182 -18.25080
H -16.05646 0.38304 -17.10339
H -17.33623 -0.89206 -15.73682
H -15.79513 -1.71856 -15.85107
H -17.70686 -3.16232 -15.95316
H -16.76056 -3.22024 -17.56159
H -19.97152 -3.76984 -18.89934
H -18.22309 -4.14315 -18.93656
H -19.22921 -4.46990 -17.53981
H -20.12207 -3.07315 -16.03577
H -19.48820 -1.36627 -15.76799
H -20.72877 -1.72901 -16.89609
H -17.89558 0.32286 -20.54647
H -16.35241 -0.31916 -20.20786
H -16.77220 1.29700 -19.56171
H -19.33386 -1.82883 -20.24255
C -20.68179 -0.96414 -24.73138
C -19.20229 -1.11040 -25.08588
C -18.34468 -1.08050 -23.76997
C -18.42098 -2.31456 -22.87473
C -17.93670 -3.56575 -23.69131
C -18.79624 -3.71969 -25.07576
N -18.96763 -2.43710 -25.81539
O -19.85717 -2.56241 -26.92942
C -17.87068 -4.68698 -25.93299
C -20.12321 -4.48685 -24.74190
C -18.74979 0.06711 -25.92073
H -21.37486 -1.08879 -25.56337
H -20.98811 -0.01844 -24.28425
H -20.96540 -1.78462 -24.07224
H -17.30565 -0.76337 -23.85900
H -18.85406 -0.32764 -23.16844
H -19.43302 -2.43189 -22.48730
H -17.77226 -2.13766 -22.01684
H -18.10147 -4.38709 -22.99392
H -16.88924 -3.53023 -23.99077
H -18.23797 -4.71695 -26.95881
H -16.93556 -4.15160 -26.09733
H -17.76900 -5.62061 -25.37972
H -20.29183 -5.26422 -25.48712
H -20.04202 -4.85798 -23.72025
H -21.01183 -3.85872 -24.67919
H -19.27344 0.24313 -26.86035
H -17.77847 -0.20262 -26.33531
H -18.52519 0.97424 -25.35968
H -19.30312 -2.81925 -27.67013
C -14.98995 -7.32538 -22.39159
C -13.68767 -6.47389 -22.10736
C -13.46296 -5.54967 -23.32015
C -14.39739 -4.35472 -23.60227
C -14.21520 -3.53920 -22.34153
C -14.44948 -4.27791 -20.96125
N -13.64880 -5.52013 -20.94265
O -13.76812 -6.21885 -19.74746
C -13.93993 -3.29719 -19.92612
C -15.96094 -4.42883 -20.71933
C -12.42949 -7.45570 -22.03054
H -14.96603 -7.91458 -23.30830
H -15.91965 -6.76713 -22.28147
H -15.02926 -8.10424 -21.63006
H -12.44977 -5.15879 -23.22661
H -13.47330 -6.15215 -24.22845
H -15.39309 -4.76654 -23.76676
H -14.09058 -3.86357 -24.52572
H -14.94705 -2.73142 -22.34156
H -13.22206 -3.16944 -22.59662
H -14.35127 -2.29403 -20.03824
H -14.12078 -3.76135 -18.95661
H -12.87654 -3.05804 -19.93711
H -16.28379 -5.02631 -19.86675
H -16.48623 -3.47389 -20.73559
H -16.46337 -4.97883 -21.51504
H -12.57107 -8.35956 -21.43801
H -11.57419 -6.91835 -21.62089
H -12.22032 -7.85219 -23.02409
H -12.82467 -6.32589 -19.60591
C -11.73602 1.22987 -14.92805
C -12.68838 0.15942 -14.43013
O -12.80978 0.72360 -13.12866
H -11.44139 0.99014 -15.94973
H -10.86901 1.34245 -14.27712
H -12.34188 2.13549 -14.89808
H -12.31617 -0.86409 -14.47458
H -13.63144 0.26551 -14.96632
H -13.11124 0.01308 -12.55778
C -17.07374 -1.79839 -12.33317
C -15.83733 -1.01092 -12.81951
O -14.72856 -1.90376 -12.92506
H -17.73274 -1.13662 -11.77114
H -16.77951 -2.54879 -11.59941
H -17.68480 -2.20966 -13.13665
H -15.50360 -0.27229 -12.09071
H -15.97449 -0.45854 -13.74913
H -14.10231 -1.70929 -12.22393